Record 1
19 unconnected molecules or ions with the total composition C65H97F6N6O27S2. Source: OMol25; level of theory: the ωB97M-V functional and the def2-TZVPD basis.

```
203
Properties=species:S:1:pos:R:3
C 2.472 -1.018 -0.430
F 2.278 -2.100 -1.240
F 3.500 -1.301 0.371
F 2.761 0.099 -1.114
S 0.924 -0.787 0.756
O 0.707 -2.089 1.337
O 1.327 0.199 1.769
N -0.283 -0.185 -0.381
S -1.479 -0.195 0.577
O -1.951 -1.546 0.774
O -1.366 0.620 1.774
C -2.823 0.752 -0.331
F -3.939 0.711 0.355
F -2.437 2.057 -0.572
F -3.093 0.155 -1.475
O -3.618 -1.556 4.869
C -4.448 -2.175 4.137
O -5.455 -2.963 4.533
C -6.135 -3.584 3.442
C -5.721 -2.755 2.280
C -4.392 -2.200 2.629
H -7.216 -3.602 3.582
H -5.884 -4.626 3.241
H -6.443 -1.962 2.084
H -5.680 -3.343 1.363
H -4.176 -1.185 2.297
H -3.540 -2.852 2.439
O -0.559 7.146 1.733
C -0.550 5.963 1.921
O 0.124 5.104 1.132
C 0.175 3.836 1.704
C -1.166 3.764 2.407
C -1.369 5.162 2.969
H 1.063 3.816 2.336
H 0.380 3.041 0.986
H -1.060 3.006 3.184
H -2.028 3.479 1.805
H -0.970 5.268 3.978
H -2.412 5.478 3.003
O 5.326 5.201 -4.229
C 4.746 4.596 -3.331
O 4.475 3.277 -3.459
C 3.813 2.704 -2.358
C 3.221 3.987 -1.812
C 4.208 5.147 -2.060
H 4.473 2.190 -1.659
H 2.983 2.054 -2.635
H 2.917 3.991 -0.765
H 2.259 4.135 -2.303
H 4.854 5.180 -1.182
H 3.693 6.079 -2.293
O 7.373 3.168 2.130
C 6.181 3.245 1.859
O 5.453 4.275 2.303
C 4.049 4.176 2.073
C 3.856 2.756 1.656
C 5.277 2.289 1.176
H 3.770 4.810 1.231
H 3.412 4.365 2.937
H 3.096 2.711 0.877
H 3.555 2.071 2.449
H 5.386 2.314 0.092
H 5.479 1.304 1.597
O -6.503 0.431 1.401
C -7.239 1.023 0.649
O -7.226 2.297 0.470
C -8.228 2.740 -0.461
C -8.952 1.417 -0.917
C -8.413 0.387 -0.031
H -7.742 3.221 -1.310
H -8.971 3.437 -0.074
H -8.705 1.254 -1.967
H -10.016 1.527 -0.709
H -8.168 -0.548 -0.536
H -9.192 0.138 0.690
O 5.562 -7.845 -0.931
C 5.117 -6.721 -1.085
O 5.005 -5.849 -0.015
C 4.475 -4.594 -0.457
C 4.833 -4.573 -1.936
C 4.711 -6.057 -2.391
H 4.986 -3.807 0.097
H 3.389 -4.640 -0.378
H 5.816 -4.140 -2.120
H 4.222 -3.955 -2.594
H 5.400 -6.274 -3.208
H 3.694 -6.383 -2.610
O 7.534 -2.994 -4.004
C 7.164 -1.872 -3.642
O 6.418 -1.669 -2.650
C 5.760 -0.375 -2.620
C 6.137 0.195 -3.968
C 7.463 -0.521 -4.311
H 6.170 0.202 -1.791
H 4.696 -0.553 -2.470
H 6.168 1.281 -4.046
H 5.354 -0.128 -4.653
H 8.383 -0.118 -3.889
H 7.616 -0.679 -5.378
O -5.978 2.123 -3.025
C -5.223 2.254 -4.012
O -5.591 1.936 -5.314
C -4.671 2.544 -6.253
C -3.501 3.071 -5.432
C -3.764 2.740 -3.958
H -5.184 3.397 -6.698
H -4.241 1.826 -6.952
H -3.412 4.148 -5.570
H -2.636 2.532 -5.821
H -3.670 3.646 -3.359
H -3.073 1.955 -3.653
O -0.378 -0.339 8.121
C -0.270 -0.399 6.911
O -0.237 0.739 6.168
C -0.378 0.454 4.777
C -0.029 -1.030 4.621
C -0.119 -1.608 6.019
H 0.333 1.021 4.176
H -1.380 0.669 4.406
H 0.924 -1.178 4.112
H -0.746 -1.496 3.944
H 0.750 -2.217 6.266
H -1.015 -2.229 6.002
O 6.852 -4.202 3.562
C 5.672 -4.500 3.378
O 4.825 -3.620 2.876
C 3.432 -4.093 2.839
C 3.565 -5.575 3.038
C 4.884 -5.766 3.812
H 2.988 -3.765 1.899
H 2.855 -3.622 3.635
H 3.690 -6.029 2.055
H 2.734 -5.985 3.611
H 5.327 -6.708 3.488
H 4.752 -5.679 4.890
C 1.133 -4.934 -2.591
O 1.012 -6.354 -2.944
H 0.277 -4.571 -2.023
H 1.901 -4.845 -1.823
H 1.337 -4.438 -3.540
H 0.441 -6.794 -2.311
C -1.324 -2.485 -2.889
O -0.085 -1.801 -2.521
H -1.815 -2.991 -2.057
H -2.034 -1.741 -3.249
H -1.194 -3.246 -3.658
H -0.195 -1.240 -1.749
C 4.186 -0.528 3.554
O 4.446 0.647 4.358
H 3.175 -0.879 3.764
H 4.242 -0.290 2.492
H 4.961 -1.255 3.794
H 4.404 0.339 5.267
N -4.702 2.178 2.774
C -3.844 1.864 3.798
C -3.684 2.962 4.625
C -4.557 3.952 4.184
C -5.138 3.429 3.018
H -5.127 1.515 2.142
H -3.432 0.871 3.897
H -3.080 3.070 5.514
H -4.864 4.893 4.616
H -5.914 3.831 2.383
N -4.888 6.680 0.207
C -4.392 5.547 0.761
C -4.601 4.491 -0.123
C -5.481 5.023 -1.111
C -5.507 6.401 -0.960
H -4.699 7.616 0.534
H -4.029 5.559 1.778
H -4.285 3.465 -0.010
H -5.879 4.476 -1.953
H -5.859 7.233 -1.552
N 1.633 -1.962 -4.750
C 3.008 -1.931 -4.690
C 3.421 -2.406 -5.914
C 2.341 -2.589 -6.708
C 1.198 -2.246 -6.019
H 1.013 -1.873 -3.957
H 3.486 -1.714 -3.747
H 4.436 -2.664 -6.178
H 2.344 -2.889 -7.746
H 0.160 -2.233 -6.316
N -0.131 1.645 -2.538
C -0.161 1.327 -3.891
C -0.082 2.481 -4.605
C -0.044 3.522 -3.686
C -0.093 3.001 -2.414
H -0.243 0.944 -1.820
H -0.243 0.312 -4.251
H -0.088 2.496 -5.685
H -0.037 4.564 -3.970
H -0.124 3.429 -1.423
N -1.293 -4.282 2.039
C -2.253 -5.058 1.454
C -2.504 -6.151 2.334
C -1.627 -6.031 3.404
C -0.851 -4.900 3.191
H -0.874 -3.462 1.624
H -2.630 -4.895 0.456
H -3.263 -6.900 2.164
H -1.527 -6.676 4.264
H -0.055 -4.433 3.751
```

Values from the calculation:
spin multiplicity: 2
charge: 0
⟨S²⟩: 0.7608
E_HOMO (alpha / beta): -8.1 / -8.1 eV
orbital gap (alpha / beta): 7.4 / 3.3 eV

Results of the Mulliken charge analysis, in e, for atoms 1 through 99:
1. C -0.3360
2. F 0.1138
3. F -0.1253
4. F 0.1543
5. S -0.5626
6. O -0.1389
7. O 0.4526
8. N -0.9908
9. S 0.5626
10. O -0.3186
11. O -0.2641
12. C -0.1607
13. F -0.1015
14. F 0.1714
15. F -0.0774
16. O -0.5500
17. C 0.3223
18. O -0.4230
19. C -0.5876
20. C -0.3793
21. C 2.6262
22. H 0.4153
23. H 0.2265
24. H -0.0134
25. H 0.4144
26. H -1.0680
27. H -1.2204
28. O -0.6590
29. C 0.4062
30. O -0.2901
31. C 0.3210
32. C 2.2293
33. C -0.4779
34. H -0.0771
35. H -0.2603
36. H -0.6364
37. H -0.9337
38. H 0.3245
39. H 0.2076
40. O -0.6465
41. C 0.3338
42. O -0.3757
43. C 1.3638
44. C 0.7094
45. C -0.4775
46. H -0.8100
47. H -0.2110
48. H -0.5102
49. H -0.0434
50. H 0.2833
51. H 0.3145
52. O -0.6403
53. C 0.2264
54. O -0.4290
55. C -0.5222
56. C 1.2339
57. C 0.1800
58. H 0.2668
59. H 0.4040
60. H -0.8351
61. H 0.0987
62. H -0.2174
63. H 0.1547
64. O -0.8182
65. C 0.2455
66. O -0.1965
67. C -0.1472
68. C -0.6154
69. C -0.4813
70. H 0.0027
71. H 0.4126
72. H 0.2617
73. H 0.2969
74. H 0.3051
75. H 0.3431
76. O -0.6398
77. C 0.3234
78. O -0.3927
79. C 0.6179
80. C 0.3314
81. C -0.4098
82. H 0.0788
83. H -0.5392
84. H 0.3521
85. H -0.2462
86. H 0.3569
87. H 0.1641
88. O -0.6551
89. C 0.6050
90. O -0.2308
91. C 0.8130
92. C -0.1836
93. C -0.7430
94. H 0.3085
95. H -1.0094
96. H 0.3656
97. H 0.1285
98. H 0.2873
99. H 0.3379

=====

Record 2
11 unconnected molecules or ions with the total composition C66H110N6O32. Source: OMol25; level of theory: the ωB97M-V functional and the def2-TZVPD basis.

```
214
Properties=species:S:1:pos:R:3
O 4.672 -1.052 5.808
C 4.690 -1.876 4.880
C 5.655 -2.977 4.761
C 5.611 -3.959 3.846
O 6.612 -4.897 3.759
C 4.560 -4.057 2.840
O 4.359 -4.879 1.949
C 3.723 -2.874 2.858
C 3.785 -1.865 3.761
O 2.988 -0.774 3.585
H 6.428 -3.023 5.514
H 7.200 -4.787 4.510
H 2.978 -2.776 2.083
H 3.264 -0.063 4.168
O 2.414 10.488 1.608
C 1.807 9.525 1.157
C 2.221 8.870 -0.097
C 1.638 7.766 -0.556
O 1.925 7.198 -1.777
C 0.602 7.049 0.174
O 0.259 5.972 -0.245
C 0.085 7.684 1.389
C 0.648 8.882 1.817
O 0.108 9.518 2.908
H 2.935 9.345 -0.754
H 1.351 6.436 -1.887
H -0.643 7.157 1.989
H 0.337 10.448 2.981
O 4.636 0.541 -5.095
C 3.663 -0.171 -5.381
C 3.192 -1.190 -4.386
C 2.252 -2.122 -4.797
O 1.829 -3.092 -3.901
C 1.674 -2.236 -6.217
O 0.991 -3.236 -6.590
C 2.001 -1.068 -7.037
C 2.916 -0.107 -6.660
O 3.106 1.059 -7.379
H 3.626 -1.147 -3.398
H 0.970 -3.465 -4.112
H 1.425 -0.999 -7.948
H 3.799 1.509 -6.891
O 1.299 1.413 2.227
C 1.071 1.304 1.000
C 0.663 2.483 0.209
C 0.463 2.401 -1.157
O 0.055 3.504 -1.854
C 0.678 1.162 -2.001
O 0.764 1.255 -3.219
C 1.026 -0.021 -1.231
C 1.134 0.018 0.160
O 1.592 -1.059 0.832
H 0.399 3.394 0.726
H -0.187 4.200 -1.239
H 1.198 -0.936 -1.778
H 1.782 -0.871 1.754
O 5.109 -6.753 -2.508
C 4.219 -6.219 -1.888
C 4.273 -4.814 -1.475
C 3.224 -4.135 -0.885
O 3.353 -2.771 -0.487
C 1.925 -4.715 -0.530
O 0.917 -4.248 0.107
C 1.896 -6.042 -1.011
C 2.832 -6.725 -1.637
O 2.560 -7.984 -2.154
H 5.175 -4.229 -1.374
H 2.513 -2.488 -0.118
H 0.989 -6.590 -0.802
H 3.271 -8.245 -2.744
C -3.180 -0.599 -2.421
O -2.021 -1.448 -2.332
C -1.778 -2.310 -3.443
C -1.064 -3.646 -2.992
N -0.560 -4.300 -4.163
C 0.154 -5.628 -3.854
C 0.980 -6.149 -5.060
O 0.130 -6.495 -6.219
C 0.750 -6.790 -7.424
H -4.104 -1.168 -2.529
H -3.062 0.195 -3.158
H -3.222 -0.060 -1.474
H -1.110 -1.773 -4.116
H -2.720 -2.511 -3.953
H -1.724 -4.359 -2.498
H -0.301 -3.320 -2.285
H -1.295 -4.588 -4.793
H -0.711 -6.283 -3.745
H 0.765 -5.572 -2.954
H 1.471 -7.085 -4.793
H 1.698 -5.449 -5.488
H 1.509 -6.087 -7.766
H 0.008 -6.847 -8.221
H 1.232 -7.765 -7.356
C 1.009 -2.444 6.561
O 0.749 -1.155 5.981
C -0.582 -0.675 6.193
C -0.942 -0.040 4.828
N -2.196 0.783 4.852
C -2.330 1.384 3.544
C -2.924 0.540 2.372
O -2.042 -0.530 2.109
C -1.995 -0.925 0.731
H 0.363 -3.102 5.980
H 0.978 -2.523 7.647
H 1.999 -2.791 6.264
H -0.416 0.143 6.894
H -1.271 -1.428 6.575
H -1.007 -0.833 4.084
H -0.135 0.625 4.521
H -2.151 1.529 5.531
H -1.371 1.762 3.189
H -3.077 2.149 3.754
H -3.140 1.102 1.464
H -3.941 0.322 2.699
H -1.610 -0.135 0.087
H -2.931 -1.320 0.335
H -1.279 -1.746 0.682
C -11.184 6.580 1.383
O -10.438 5.579 0.757
C -9.066 5.804 0.694
C -8.420 4.529 0.110
N -6.973 4.291 0.029
C -6.501 4.332 1.447
C -5.006 3.887 1.545
O -4.096 4.344 0.598
C -2.750 4.022 0.729
H -10.959 7.482 0.814
H -11.005 6.734 2.447
H -12.265 6.472 1.288
H -8.655 6.014 1.681
H -8.770 6.691 0.135
H -8.720 4.602 -0.936
H -8.941 3.660 0.510
H -6.616 5.061 -0.518
H -7.125 3.692 2.072
H -6.606 5.279 1.976
H -4.993 2.815 1.346
H -4.736 4.148 2.568
H -2.204 4.553 -0.051
H -2.519 2.959 0.666
H -2.347 4.440 1.651
C 2.641 1.844 5.980
O 4.006 2.067 5.789
C 4.315 2.872 4.627
C 5.786 2.740 4.301
N 6.365 1.429 4.344
C 7.842 1.539 4.247
C 8.416 0.366 3.516
O 9.183 -0.364 4.453
C 9.222 -1.786 4.116
H 2.538 1.030 6.697
H 2.184 1.479 5.060
H 2.027 2.668 6.345
H 4.079 3.920 4.812
H 3.850 2.505 3.712
H 6.358 3.513 4.815
H 6.057 3.056 3.293
H 6.025 0.968 5.177
H 8.249 1.466 5.255
H 8.119 2.491 3.793
H 9.066 0.561 2.663
H 7.627 -0.246 3.081
H 9.704 -2.353 4.912
H 9.710 -1.855 3.144
H 8.241 -2.257 4.056
C 0.325 -3.488 3.166
O -0.701 -4.150 3.795
C -1.971 -4.049 3.243
C -2.280 -4.500 1.719
N -2.434 -5.930 1.613
C -2.742 -6.121 0.186
C -2.295 -7.594 -0.118
O -0.922 -7.881 0.014
C -0.609 -9.210 -0.380
H 0.737 -2.684 3.777
H 0.056 -3.022 2.219
H 1.174 -4.113 2.891
H -2.170 -2.983 3.351
H -2.705 -4.650 3.780
H -1.477 -4.137 1.077
H -3.221 -3.984 1.531
H -1.449 -6.148 1.660
H -2.223 -5.420 -0.467
H -3.829 -6.114 0.103
H -2.582 -7.717 -1.162
H -2.852 -8.258 0.543
H -0.736 -9.410 -1.443
H -1.355 -9.841 0.103
H 0.341 -9.557 0.026
C -6.576 4.555 -3.584
O -5.124 4.650 -3.462
C -4.479 3.463 -2.879
C -2.964 3.641 -3.118
N -2.637 3.634 -4.505
C -1.188 3.780 -4.770
C -0.954 3.918 -6.318
O -1.262 5.217 -6.763
C -0.698 5.573 -7.994
H -6.956 4.918 -2.629
H -6.951 3.543 -3.735
H -6.957 5.209 -4.368
H -4.825 2.442 -3.040
H -4.702 3.542 -1.815
H -2.436 2.867 -2.561
H -2.646 4.551 -2.609
H -3.037 4.375 -5.062
H -0.764 2.874 -4.337
H -0.720 4.683 -4.378
H -1.610 3.307 -6.937
H 0.115 3.744 -6.441
H -0.967 6.577 -8.323
H -0.927 4.877 -8.801
H 0.382 5.702 -7.927
```

Values from the calculation:
energy relative to the best compared isomer or geometry (same formula, charge and spin): 98.92 kcal/mol
structure (SMILES): O=C1C=C(O)C(=O)C=C1O.O=C1C=C(O)C(=O)C=C1O.O=C1C=C(O)C(=O)C=C1O.O=C1C=C(O)C(=O)C=C1O.O=C1C=C(O)C(=O)C=C1O.COCCNCCOC.COCCNCCOC.COCCNCCOC.COCCNCCOC.COCCNCCOC.COCCNCCOC
charge: 0
E_HOMO: -8.5 eV
orbital gap: 6.2 eV

Results of the Mulliken charge analysis, in e, for atoms 1 through 99:
1. O -0.6611
2. C 0.1381
3. C -1.1611
4. C 0.6208
5. O -0.5887
6. C 0.0612
7. O -0.5399
8. C 0.9051
9. C 0.3230
10. O 0.3046
11. H 0.4666
12. H 0.3718
13. H -0.2887
14. H -0.1892
15. O -0.5705
16. C 0.4668
17. C -0.6081
18. C 0.1699
19. O -0.6007
20. C 0.4335
21. O -0.1871
22. C -0.8265
23. C 0.4193
24. O -0.5130
25. H 0.4475
26. H 0.3482
27. H 0.5038
28. H 0.3346
29. O -0.6401
30. C 0.6183
31. C -0.5688
32. C 0.3695
33. O 0.3809
34. C 0.3609
35. O -0.5401
36. C -1.0916
37. C 0.3561
38. O -0.5264
39. H 0.6357
40. H -0.1189
41. H 0.4527
42. H 0.3341
43. O -0.4896
44. C 0.3633
45. C -0.7702
46. C 0.5679
47. O -0.2296
48. C 0.1037
49. O -0.6057
50. C -0.0557
51. C -0.2712
52. O 0.8943
53. H 0.6370
54. H 0.1039
55. H 0.4733
56. H -0.6907
57. O -0.6199
58. C 0.0470
59. C -0.7454
60. C 0.1157
61. O -0.4897
62. C 2.3891
63. O 0.2136
64. C -2.5245
65. C 1.5460
66. O -0.5416
67. H 0.5840
68. H -0.2090
69. H 0.1658
70. H 0.3355
71. C -0.9861
72. O 0.0219
73. C -1.0594
74. C 0.4639
75. N -0.5053
76. C -0.5621
77. C -0.6188
78. O -0.4040
79. C -0.7450
80. H 0.3998
81. H 0.5559
82. H 0.0224
83. H 0.1548
84. H 0.4438
85. H 0.4919
86. H -0.5172
87. H 0.4482
88. H 0.9162
89. H -0.2636
90. H 0.5341
91. H 0.2402
92. H 0.2673
93. H 0.2687
94. H 0.3101
95. C -0.8214
96. O 0.1182
97. C -1.0080
98. C 0.7172
99. N -0.5383

=====

Number 1: E_tot -6290.3985 a.u.. Number 2: E_tot -5316.4629 a.u..